Record 1
ORCA calculation (wB97M-V/def2-TZVPD) on a 3-piece molecular cluster, C46H50N3O9 overall at a distorted geometry.

```
! wB97M-V def2-TZVPD RIJCOSX def2/J DEFGRID3
* xyz 1 1
C 3.450 2.385 -2.291
C 2.904 3.202 -1.601
C 2.000 4.071 -0.848
O 2.692 5.089 -0.162
C 0.912 4.702 -1.764
C 1.273 4.937 -3.214
C 2.451 5.929 -3.419
C -0.214 3.623 -1.634
O -1.383 4.064 -2.219
C -2.136 3.065 -2.919
C -1.406 2.439 -4.100
N -2.352 1.770 -4.969
C -1.801 1.376 -6.264
C -0.692 0.322 -6.256
C 0.365 0.644 -7.314
O -1.264 -0.966 -6.512
C -0.292 3.497 -0.093
N -1.198 2.484 0.300
N 1.228 3.220 0.156
C 1.723 3.232 1.563
C 1.442 1.900 2.272
O 2.627 1.151 2.489
C 3.095 0.557 1.371
O 2.464 0.533 0.337
C 4.463 -0.066 1.508
C 5.360 0.318 0.304
H 4.085 1.883 -2.989
H 3.601 5.107 -0.485
H 0.457 5.540 -1.238
H 0.392 5.366 -3.691
H 1.452 3.981 -3.703
H 3.314 5.403 -3.825
H 2.177 6.700 -4.136
H 2.722 6.405 -2.480
H 0.158 2.645 -1.965
H -2.516 2.292 -2.245
H -3.010 3.577 -3.322
H -0.677 1.706 -3.700
H -0.802 3.167 -4.644
H -2.755 0.959 -4.514
H -2.625 0.950 -6.841
H -1.494 2.276 -6.799
H -0.169 0.278 -5.295
H 1.179 -0.080 -7.285
H -0.089 0.656 -8.304
H 0.810 1.618 -7.094
H -0.929 -1.582 -5.855
H -0.461 4.439 0.425
H -1.002 1.596 -0.156
H -1.225 2.313 1.299
H 1.330 2.239 -0.141
H 2.805 3.361 1.523
H 1.324 4.076 2.119
H 1.022 2.107 3.255
H 0.698 1.319 1.731
H 4.904 0.229 2.456
H 4.299 -1.144 1.474
H 6.207 0.899 0.664
H 5.756 -0.577 -0.168
H 4.799 0.883 -0.433
C -6.058 3.118 1.268
C -7.197 2.663 1.925
C -7.570 1.332 1.831
C -6.811 0.452 1.071
C -5.678 0.912 0.397
C -5.300 2.245 0.506
C -4.872 -0.003 -0.456
O -3.880 0.403 -1.033
C -5.314 -1.417 -0.586
C -4.608 -2.277 -1.419
C -5.001 -3.598 -1.542
C -6.097 -4.070 -0.827
C -6.807 -3.217 0.002
C -6.424 -1.888 0.120
C -7.221 -0.980 0.994
O -8.173 -1.390 1.620
H -5.767 4.157 1.348
H -7.794 3.348 2.512
H -8.451 0.970 2.342
H -4.416 2.593 -0.012
H -3.756 -1.904 -1.970
H -4.454 -4.265 -2.196
H -6.399 -5.105 -0.921
H -7.663 -3.575 0.557
C 1.192 -2.902 3.517
C 0.695 -3.057 4.809
C 1.296 -3.948 5.680
C 2.394 -4.692 5.263
C 2.882 -4.546 3.965
C 2.280 -3.645 3.096
C 4.038 -5.355 3.481
O 4.465 -5.209 2.355
C 4.643 -6.338 4.419
C 5.688 -7.141 3.977
C 6.271 -8.053 4.840
C 5.818 -8.163 6.151
C 4.776 -7.368 6.596
C 4.179 -6.459 5.732
C 3.041 -5.634 6.224
O 2.647 -5.720 7.366
H 0.723 -2.199 2.840
H -0.161 -2.480 5.134
H 0.921 -4.075 6.686
H 2.667 -3.532 2.092
H 6.036 -7.048 2.958
H 7.080 -8.681 4.493
H 6.280 -8.873 6.824
H 4.416 -7.450 7.613
*
```

The HOMO energy comes out at -10.8 eV.

Atomic partial charges in e from the Mulliken method, atoms 1 to 4: C -0.397; C -1.170; C 1.474; O -0.610



Record 2
ORCA calculation (wB97M-V/def2-TZVPD) on a 5-piece molecular cluster, C46H51F7N9O14S overall at a distorted geometry.

```
! wB97M-V def2-TZVPD RIJCOSX def2/J DEFGRID3
* xyz 1 1
C -0.399 -1.617 3.477
C -0.198 -2.504 2.727
C -0.063 -3.603 1.783
C -0.973 -3.373 0.552
C -0.230 -3.494 -0.790
N -0.056 -2.190 -1.454
C 1.284 -1.602 -1.466
C 1.972 -1.586 -2.837
C 2.901 -0.397 -3.038
C 4.243 -0.496 -2.276
C 4.315 0.523 -1.128
C 5.098 -0.011 0.067
C 4.257 -1.004 0.862
O 5.056 -1.872 1.649
C 5.401 -3.049 0.955
C -1.149 -1.675 -1.985
N -2.336 -2.297 -1.957
C -3.180 -1.485 -2.554
S -4.910 -1.866 -2.749
O -5.190 -1.706 -4.141
O -5.243 -3.096 -2.135
C -5.742 -0.436 -1.877
F -6.280 0.391 -2.794
F -4.750 0.242 -1.230
C -6.786 -0.847 -0.801
F -6.299 -1.825 -0.013
F -6.933 0.260 -0.026
C -8.197 -1.249 -1.381
F -8.633 -2.336 -0.716
F -9.073 -0.249 -1.188
F -8.110 -1.531 -2.690
N -2.592 -0.380 -2.984
N -3.146 0.683 -3.701
N -1.286 -0.445 -2.610
C -0.424 0.668 -2.906
C -0.012 0.665 -4.375
O -0.534 -0.090 -5.127
O 0.908 1.549 -4.765
C 0.801 2.901 -4.296
C 1.603 3.263 -3.098
O 0.131 3.634 -4.912
H -0.687 -0.797 4.085
H 0.986 -3.724 1.520
H -0.360 -4.514 2.292
H -1.745 -4.130 0.556
H -1.404 -2.385 0.633
H -0.751 -4.159 -1.467
H 0.745 -3.931 -0.619
H 1.883 -2.199 -0.797
H 1.254 -0.621 -0.996
H 2.592 -2.476 -2.891
H 1.250 -1.682 -3.645
H 3.109 -0.336 -4.103
H 2.440 0.547 -2.764
H 4.404 -1.504 -1.908
H 5.021 -0.217 -2.974
H 3.318 0.786 -0.768
H 4.785 1.445 -1.445
H 6.005 -0.495 -0.281
H 5.365 0.791 0.743
H 3.570 -0.483 1.522
H 3.692 -1.620 0.156
H 5.896 -2.831 0.009
H 4.508 -3.656 0.790
H 6.070 -3.608 1.597
H -2.500 0.938 -4.443
H -3.970 0.325 -4.182
H 0.419 0.741 -2.240
H -1.008 1.577 -2.761
H 2.509 2.675 -3.032
H 1.003 3.032 -2.220
H 1.780 4.327 -3.090
C -7.017 2.981 3.096
C -6.481 3.149 4.367
C -5.162 2.804 4.618
C -4.398 2.298 3.584
C -4.914 2.122 2.315
C -6.232 2.465 2.074
N -2.992 1.942 3.831
O -2.561 2.082 4.952
O -2.343 1.523 2.889
H -8.046 3.253 2.904
H -7.091 3.549 5.164
H -4.741 2.930 5.604
H -4.299 1.722 1.523
H -6.643 2.334 1.085
C 5.137 6.123 4.117
C 3.977 5.848 3.406
C 4.000 4.934 2.366
C 5.193 4.307 2.057
C 6.360 4.571 2.750
C 6.327 5.488 3.787
N 5.221 3.322 0.969
O 4.192 3.105 0.354
O 6.271 2.759 0.732
H 5.114 6.833 4.932
H 3.052 6.343 3.664
H 3.102 4.715 1.809
H 7.281 4.070 2.492
H 7.229 5.704 4.341
C 11.560 4.414 -0.543
C 11.912 3.618 -1.625
C 11.075 2.594 -2.035
C 9.892 2.387 -1.350
C 9.526 3.162 -0.267
C 10.371 4.183 0.136
N 8.992 1.313 -1.795
O 9.345 0.634 -2.736
O 7.944 1.167 -1.197
H 12.214 5.216 -0.229
H 12.838 3.797 -2.152
H 11.342 1.971 -2.876
H 8.598 2.977 0.252
H 10.101 4.803 0.980
C -9.489 -4.820 0.777
C -8.962 -4.680 2.054
C -9.370 -5.527 3.072
C -10.303 -6.506 2.789
C -10.844 -6.659 1.527
C -10.431 -5.806 0.516
N -10.725 -7.420 3.864
O -10.247 -7.248 4.965
O -11.521 -8.288 3.580
H -9.164 -4.165 -0.012
H -8.229 -3.911 2.259
H -8.966 -5.424 4.068
H -11.574 -7.430 1.332
H -10.844 -5.914 -0.478
*
```

The energy above the lowest of the compared OMol25 structures with the same formula, charge and spin is 0.0 kcal/mol. The HOMO energy comes out at -11.3 eV.

Atomic partial charges in e from the Mulliken method, atoms 1 to 4: C 0.505; C -1.116; C -0.573; C -0.562



Record 3
ORCA calculation (wB97M-V/def2-TZVPD) on C46H51InN5O3PSi2 as an isolated structure.

```
! wB97M-V def2-TZVPD RIJCOSX def2/J DEFGRID3
* xyz 0 1
In 1.422 -0.638 -0.382
C -1.736 1.080 2.258
Si -1.093 2.273 0.935
C 0.719 2.688 1.236
C -2.183 3.819 0.883
C -2.476 4.870 1.752
C -3.377 5.851 1.362
C -3.989 5.792 0.111
C -3.705 4.749 -0.762
C -2.798 3.759 -0.384
Si -2.095 2.195 -1.211
C -0.983 2.774 -2.618
C -3.552 1.030 -1.455
H -2.071 1.629 3.141
H -0.965 0.365 2.562
H -2.594 0.517 1.877
H 0.827 3.445 2.018
H 1.171 3.079 0.320
H 1.283 1.805 1.544
H -2.008 4.929 2.731
H -3.609 6.671 2.033
H -4.690 6.567 -0.178
H -4.190 4.714 -1.734
H -1.490 2.730 -3.586
H -0.083 2.160 -2.692
H -0.688 3.806 -2.420
H -4.066 1.268 -2.391
H -4.251 1.166 -0.627
H -3.256 -0.019 -1.515
N -1.088 -1.902 0.317
C -1.247 -3.320 -0.036
C -0.270 -3.674 -1.148
N 1.114 -3.505 -0.676
H -1.581 -1.673 1.172
H -1.483 -1.316 -0.416
H -2.262 -3.571 -0.357
H -1.020 -3.922 0.848
H -0.430 -2.976 -1.969
H -0.473 -4.682 -1.518
H 1.753 -3.334 -1.450
H 1.433 -4.345 -0.205
O 2.019 -2.746 2.027
N 3.168 -2.275 1.434
C 4.053 -1.862 2.243
C 4.046 -1.784 3.722
C 5.194 -2.267 4.359
C 5.293 -2.291 5.736
C 4.237 -1.816 6.503
C 3.115 -1.298 5.881
C 3.002 -1.255 4.491
P 1.619 -0.303 3.690
C 1.789 1.292 4.601
C 3.057 1.818 4.851
C 3.208 3.095 5.370
C 2.094 3.878 5.641
C 0.827 3.375 5.382
C 0.678 2.099 4.854
C 0.128 -1.076 4.450
C -0.377 -0.834 5.727
C -1.544 -1.450 6.157
C -2.237 -2.309 5.314
C -1.745 -2.562 4.042
C -0.575 -1.950 3.618
H 1.479 -2.975 1.248
H 4.988 -1.613 1.748
H 6.009 -2.650 3.753
H 6.185 -2.679 6.212
H 4.302 -1.822 7.584
H 2.323 -0.885 6.488
H 3.940 1.223 4.642
H 4.201 3.486 5.558
H 2.214 4.875 6.046
H -0.049 3.980 5.581
H -0.316 1.730 4.632
H 0.123 -0.145 6.396
H -1.919 -1.253 7.154
H -3.157 -2.773 5.645
H -2.283 -3.225 3.375
H -0.182 -2.155 2.626
O 2.557 -1.683 -2.607
C 1.565 -1.338 -3.269
N 1.452 -1.422 -4.623
C 0.142 -0.989 -5.073
C -0.481 -0.607 -3.686
O -1.615 -0.184 -3.563
N 0.429 -0.822 -2.707
C -0.595 -2.136 -5.757
C -0.132 -2.563 -7.000
C -0.722 -3.636 -7.647
C -1.794 -4.298 -7.062
C -2.267 -3.874 -5.830
C -1.671 -2.800 -5.178
C 0.161 0.282 -5.911
C 1.296 1.078 -5.997
C 1.255 2.288 -6.682
C 0.077 2.713 -7.275
C -1.062 1.921 -7.187
C -1.021 0.712 -6.511
H 2.176 -1.793 -5.211
H 0.697 -2.040 -7.469
H -0.348 -3.952 -8.614
H -2.259 -5.135 -7.568
H -3.111 -4.375 -5.370
H -2.062 -2.470 -4.225
H 2.215 0.763 -5.519
H 2.146 2.901 -6.741
H 0.043 3.659 -7.802
H -1.990 2.252 -7.639
H -1.909 0.097 -6.432
*
```

The energy above the lowest of the compared OMol25 structures with the same formula, charge and spin is 9.7 kcal/mol. The HOMO energy comes out at -7.8 eV.

Atomic partial charges in e from the Mulliken method, atoms 1 to 4: In 1.330; C -0.013; Si 0.000; C -0.503



Record 4
ORCA calculation (wB97M-V/def2-TZVPD) on C46H53AsClF3N2O4PdSbSi2 as an isolated structure at a distorted geometry.

```
! wB97M-V def2-TZVPD RIJCOSX def2/J DEFGRID3
* xyz 1 5
Pd 0.596 -0.464 -0.941
C -1.183 -3.460 -0.501
N -0.646 -2.400 -1.348
C -0.709 -2.580 -2.623
C -0.234 -1.605 -3.535
C -0.183 -1.595 -4.933
C 0.341 -0.351 -5.288
C 0.578 0.331 -4.086
N 0.216 -0.412 -3.036
C -0.364 -4.739 -0.479
C -1.008 -5.953 -0.260
C -0.290 -7.141 -0.208
C 1.086 -7.129 -0.384
C 1.735 -5.922 -0.615
C 1.016 -4.734 -0.663
H -2.201 -3.716 -0.808
H -1.274 -3.052 0.508
H -1.136 -3.500 -3.035
H -0.494 -2.393 -5.592
H 0.522 0.024 -6.283
H 0.970 1.323 -3.951
H -2.086 -5.971 -0.134
H -0.808 -8.077 -0.043
H 1.647 -8.054 -0.355
H 2.808 -5.907 -0.767
H 1.523 -3.797 -0.842
C 1.070 4.905 -1.371
Si 2.347 3.758 -2.080
C 4.092 4.297 -1.775
C 2.095 3.586 -3.905
As 1.981 1.725 -0.905
Si 2.284 2.278 1.380
C 0.611 2.538 2.152
C 3.144 0.805 2.136
C 3.320 3.792 1.714
H 1.139 5.890 -1.842
H 1.188 5.034 -0.292
H 0.070 4.511 -1.563
H 4.269 5.269 -2.245
H 4.783 3.576 -2.220
H 4.324 4.383 -0.717
H 2.442 4.513 -4.373
H 1.046 3.448 -4.173
H 2.675 2.762 -4.324
H 0.075 1.589 2.247
H 0.003 3.214 1.552
H 0.732 2.988 3.143
H 2.813 -0.130 1.676
H 2.935 0.764 3.213
H 4.226 0.891 2.005
H 2.935 4.691 1.229
H 4.357 3.647 1.403
H 3.323 3.978 2.794
C 3.870 -1.893 -1.442
O 2.727 -1.362 -2.110
H 4.534 -2.404 -2.141
H 3.582 -2.573 -0.638
H 4.405 -1.048 -1.011
H 2.346 -2.037 -2.686
F -5.257 6.067 0.475
C -4.491 4.992 0.229
C -3.129 5.094 0.403
C -2.347 3.972 0.150
C -2.922 2.780 -0.276
C -4.308 2.716 -0.441
C -5.101 3.824 -0.189
Sb -1.818 0.983 -0.705
C -2.700 0.824 -2.638
C -2.606 1.981 -3.411
C -3.091 2.023 -4.709
C -3.672 0.882 -5.224
F -4.143 0.909 -6.483
C -3.782 -0.283 -4.498
C -3.284 -0.307 -3.200
C -2.994 -0.225 0.603
C -3.042 0.211 1.929
C -3.697 -0.522 2.905
C -4.301 -1.709 2.539
F -4.926 -2.432 3.487
C -4.288 -2.172 1.243
C -3.626 -1.419 0.275
H -2.698 6.031 0.730
H -1.278 4.050 0.284
H -4.780 1.799 -0.776
H -6.175 3.795 -0.314
H -2.160 2.881 -2.998
H -3.028 2.916 -5.316
H -4.239 -1.154 -4.949
H -3.345 -1.234 -2.650
H -2.568 1.146 2.212
H -3.755 -0.186 3.933
H -4.788 -3.101 0.999
H -3.611 -1.792 -0.738
C 0.257 -0.240 6.132
C 1.562 -0.786 5.660
C 2.747 -0.536 6.289
C 3.943 -1.084 5.787
Cl 5.393 -0.756 6.577
C 3.973 -1.898 4.619
C 2.822 -2.160 3.959
C 1.593 -1.628 4.475
O 0.436 -1.854 3.952
C 0.308 -2.593 2.699
C 0.678 -1.659 1.538
O 0.005 -0.612 1.424
O 1.606 -2.020 0.797
H 0.408 0.470 6.941
H -0.386 -1.050 6.487
H -0.274 0.246 5.312
H 2.778 0.085 7.174
H 4.917 -2.284 4.262
H 2.838 -2.739 3.047
H -0.740 -2.865 2.637
H 0.922 -3.487 2.718
*
```

The HOMO energy (spin up / spin down) comes out at -9.5 / -9.5 eV.

Atomic partial charges in e from the Mulliken method, atoms 1 to 4: Pd 1.850; C -1.719; N 1.249; C -0.195